Entry 1:
28
Properties=species:S:1:pos:R:3:forces:R:3 method="wB97M-V/def2-TZVPD" total_charge=-1 lumo_energy_ev="2.70 / 2.70" gap_ev="7.974 / 8.014" spin_multiplicity=3 homo_energy_ha="-0.1937 / -0.1951"
C -1.31791 -0.81569 -1.90967 -0.7 0.0 1.3
C -1.39838 -1.84841 -0.90751 -1.2 1.5 0.1
C -2.20705 -1.33933 0.19546 0.3 0.8 -1.2
H -0.81310 -2.76020 -0.90452 -0.3 0.0 0.0
C -2.58403 0.03471 -0.13422 0.7 -1.1 -0.3
C -2.02437 0.34960 -1.42515 0.2 -1.2 0.6
H -2.01597 1.33512 -1.89518 -0.2 -0.4 0.1
H -0.73656 -0.88160 -2.83256 -0.3 0.1 0.4
H -2.18961 -1.75726 1.21095 -0.4 0.0 -0.6
H -2.97163 0.77456 0.58506 -0.1 -0.6 -0.5
Pr -0.02512 -0.01897 0.42098 1.1 -0.6 -1.1
Br 1.01390 -2.33294 1.79433 0.0 -0.2 -0.2
C 2.23524 1.29909 0.27628 -0.8 -0.5 -1.2
C 1.34536 2.06698 -0.60311 0.7 -1.8 0.2
C 1.12764 1.28326 -1.79053 0.6 -0.4 1.0
H 0.75126 2.92953 -0.30344 0.5 0.1 -0.2
C 1.84518 0.03417 -1.66207 -0.2 1.0 1.0
C 2.51744 0.03917 -0.39106 -0.5 1.2 -0.3
H 2.99285 -0.83226 0.06224 0.0 0.5 -0.2
H 2.32548 1.45848 1.36263 0.4 0.2 -0.7
H 0.45094 1.53748 -2.60580 0.3 0.0 0.2
H 1.78934 -0.82109 -2.34500 0.2 0.5 0.2
B -0.15799 0.39223 5.15816 0.2 -0.7 2.1
C -0.18591 0.55696 3.71704 -0.7 2.1 -7.4
N -0.25853 0.79894 2.53146 0.0 -0.3 5.9
H -1.20099 0.82633 5.59108 0.1 0.1 0.2
H 0.86025 0.92364 5.52837 0.0 0.1 0.3
H -0.08802 -0.81051 5.22557 0.0 -0.2 0.5

Entry 2:
17
Properties=species:S:1:pos:R:3:forces:R:3 method="wB97M-V/def2-TZVPD" de_lowest_kcal_mol=110.72 total_charge=0 lumo_energy_ev=0.28 gap_ev=8.853 homo_energy_ha=-0.3152
C 2.91686 -1.39543 -0.16920 -6.1 4.9 0.1
C 1.87400 -0.59504 -0.19557 6.9 -7.6 -0.6
C 0.84533 0.34463 -0.18965 -2.7 1.2 1.9
C 1.52080 1.65860 -0.15406 3.2 0.8 0.0
C -0.41973 0.28790 0.37424 -0.7 1.9 2.8
C -1.43399 -0.82852 0.50922 0.5 3.6 1.5
C -2.39599 -0.62845 -0.58984 -0.6 0.7 -1.2
F -3.36840 0.33355 -0.15967 0.3 -1.4 -0.5
H 3.82559 -1.96414 0.03905 -0.9 0.5 -0.3
H 2.01887 1.64488 0.84816 0.7 0.0 -1.0
H 0.88489 2.43564 0.04543 -2.1 2.0 -0.3
H 2.25897 1.96550 -1.02623 -1.5 -1.0 1.9
H -0.97655 1.22048 1.08230 2.2 -1.8 -3.1
H -1.93853 -0.97377 1.51419 0.5 0.7 -1.2
H -0.95654 -1.67284 0.33230 2.2 -4.3 -0.9
H -1.95456 -0.13611 -1.54683 -0.6 -1.3 1.6
H -2.70103 -1.69689 -0.71386 -1.4 1.2 -0.7

Entry 3:
84
Properties=species:S:1:pos:R:3:forces:R:3 method="wB97M-V/def2-TZVPD" total_charge=0 lumo_energy_ev=0.43 gap_ev=9.975 homo_energy_ha=-0.3508
N 2.64663 -2.47643 1.11324 0.6 0.0 1.1
C 2.26370 -2.86115 -0.00802 -0.8 0.1 -1.1
C 1.21602 -2.07213 -0.78187 0.3 -0.3 0.3
O 1.69900 -0.74269 -1.00336 0.0 0.3 -0.3
S 2.36554 -0.57373 -2.52032 -0.4 1.1 0.0
O 3.21238 -1.72203 -2.69035 0.5 -0.6 0.0
O 3.27050 0.72579 -2.22608 -0.3 -0.7 0.3
C 4.51843 0.52603 -1.52109 0.4 0.0 0.0
C 4.36729 0.31201 -0.04309 0.3 0.2 0.7
O 5.71882 0.25593 0.43146 0.2 -0.2 0.1
C 3.64178 1.45754 0.65717 0.1 0.2 -0.3
N 3.91106 2.76696 0.02521 -0.5 -0.2 0.5
H 2.15639 -1.61937 1.37701 0.0 0.0 0.1
H 2.68221 -3.74397 -0.47078 0.2 -0.3 0.0
H 0.92143 -2.54995 -1.70557 0.0 -0.2 -0.3
H 0.33741 -2.00470 -0.15480 -0.3 0.3 0.1
H 5.06865 1.44272 -1.64250 0.0 0.4 -0.2
H 5.12418 -0.26637 -1.94079 -0.3 -0.3 -0.3
H 3.89344 -0.62587 0.20592 -0.2 -0.2 -0.2
H 5.78911 -0.45858 1.07939 0.0 0.2 -0.2
H 4.03497 1.47774 1.66226 0.1 0.0 0.4
H 2.58071 1.24396 0.74462 -0.3 -0.1 -0.2
H 3.99652 3.44260 0.77459 0.2 0.1 -0.1
H 3.07298 3.04547 -0.47289 0.1 0.1 -0.2
C -5.82489 -0.81014 2.20205 0.0 0.0 0.1
C -4.68114 -0.08507 2.90492 -0.1 0.0 -0.1
C -3.49873 0.22569 1.98982 0.1 0.1 0.1
C -2.80014 -0.99804 1.39858 0.0 -0.1 -0.1
C -2.25547 -1.99774 2.41670 0.0 0.1 0.0
C -1.17304 -1.41913 3.32040 0.0 -0.2 0.1
H -5.51342 -1.78402 1.82127 0.0 0.0 0.0
H -6.65482 -0.97890 2.88938 0.0 0.0 0.0
H -6.20022 -0.22275 1.36162 0.0 0.0 0.0
H -4.34928 -0.67268 3.76555 0.0 0.0 0.0
H -5.05844 0.85887 3.30715 0.0 0.0 0.0
H -2.77239 0.82999 2.54290 0.0 0.0 0.0
H -3.84268 0.85973 1.16659 0.0 0.0 0.0
H -1.97186 -0.65103 0.77050 0.0 0.0 0.0
H -3.48850 -1.51884 0.72691 0.0 0.0 0.0
H -1.82863 -2.84670 1.87470 -0.1 0.0 0.0
H -3.07032 -2.40320 3.02225 0.0 0.0 0.0
H -0.33553 -1.05337 2.72058 0.0 0.1 0.1
H -0.79400 -2.19277 3.98983 0.1 0.0 0.0
H -1.53321 -0.60038 3.94477 0.0 0.0 -0.1
C -2.42848 6.93491 5.27568 0.0 0.0 0.1
C -1.70102 5.82617 6.03032 0.0 0.1 -0.1
C -1.09140 4.76620 5.11479 0.0 -0.1 0.0
C -2.09861 3.99091 4.26428 0.0 0.0 0.0
C -3.18441 3.26306 5.05502 0.1 -0.1 0.0
C -2.63590 2.18988 5.99079 -0.2 0.0 0.0
H -3.27262 6.54792 4.70296 0.0 0.0 0.0
H -2.81884 7.68165 5.96840 0.0 0.0 0.0
H -1.75379 7.44136 4.58244 0.0 0.0 0.0
H -2.38472 5.36029 6.74515 0.0 0.0 0.0
H -0.89834 6.27238 6.62302 0.0 0.0 0.0
H -0.50879 4.06660 5.72084 0.0 0.0 0.0
H -0.37095 5.24694 4.44526 0.0 0.0 0.0
H -1.55111 3.26046 3.65926 0.0 0.0 0.0
H -2.57508 4.67086 3.55250 0.0 0.0 0.0
H -3.87086 2.79284 4.34543 0.0 0.0 0.0
H -3.78129 3.97856 5.62699 0.0 0.0 0.0
H -2.06963 1.44033 5.43274 0.0 0.0 0.0
H -3.45039 1.67587 6.50365 0.0 0.0 0.0
H -1.98342 2.61297 6.75560 0.0 0.0 0.0
C 1.41149 -1.59133 -5.62508 -0.1 -0.2 -0.1
C 2.08931 -2.94756 -5.79438 0.1 0.1 0.0
C 2.81589 -3.10074 -7.12933 0.0 -0.1 0.0
C 1.92242 -3.01444 -8.36795 0.0 0.1 0.0
C 0.78337 -4.03172 -8.41205 0.1 0.0 -0.1
C 1.26363 -5.47984 -8.43932 -0.1 0.0 0.0
H 0.63970 -1.43188 -6.38050 0.0 0.0 0.0
H 0.92983 -1.52009 -4.65267 -0.1 0.0 0.0
H 2.13748 -0.77864 -5.70292 0.0 0.0 0.0
H 1.34904 -3.74428 -5.67312 0.0 0.0 0.0
H 2.81415 -3.07827 -4.98907 0.0 0.0 0.0
H 3.35399 -4.05277 -7.13197 0.0 0.0 0.0
H 3.58633 -2.32674 -7.20418 0.0 0.0 0.0
H 2.54842 -3.14466 -9.25641 0.0 0.0 0.0
H 1.50101 -2.00810 -8.44450 0.0 0.0 0.0
H 0.18507 -3.84156 -9.30696 0.0 0.0 0.0
H 0.11264 -3.88459 -7.56109 0.0 0.0 0.0
H 1.90416 -5.66040 -9.30491 0.0 0.0 0.0
H 0.41604 -6.16380 -8.50514 0.0 0.0 0.0
H 1.82327 -5.73807 -7.53939 0.0 0.0 0.0

Entry 4:
35
Properties=species:S:1:pos:R:3:forces:R:3 method="wB97M-V/def2-TZVPD" total_charge=-2 lumo_energy_ev="4.62 / 4.63" gap_ev="3.702 / 7.154" homo_energy_ha="0.0336 / -0.0926"
C -0.84814 1.06898 -2.00092 0.4 0.4 -0.1
C 0.54101 0.86688 -2.26109 -0.1 0.5 0.1
C 1.28977 1.65165 -1.32857 -0.5 0.7 -0.6
C 0.35346 2.35877 -0.50359 -0.1 0.3 -0.9
C -0.96541 1.99271 -0.92159 0.5 0.4 -0.3
Ca 0.19523 0.00970 0.11100 1.6 0.8 1.8
N -1.55373 -0.73909 0.68592 -3.6 -1.4 0.3
C -0.00168 -2.51624 -0.14104 0.3 -1.2 -0.1
C 0.99351 -2.04180 -0.92731 0.3 -1.1 -0.2
H 2.38000 1.68926 -1.24480 -0.4 0.0 -0.1
H 0.96640 0.19904 -3.01504 -0.2 0.3 0.3
H 0.60678 3.00533 0.34236 -0.2 -0.3 -0.4
H -1.89824 2.31331 -0.44450 0.5 -0.2 -0.2
H -1.67714 0.56537 -2.51065 0.4 0.2 0.3
H 0.87278 -1.94170 -2.00832 0.1 0.0 0.4
H -0.93782 -2.89033 -0.56053 0.4 0.2 0.1
H -2.47631 -1.12612 0.94376 0.5 0.1 0.0
H 1.97681 -1.76778 -0.50448 -0.5 -0.2 -0.2
H 0.15776 -2.71306 0.92845 -0.2 0.3 -0.4
O 0.28455 -1.49873 2.97932 0.2 0.8 -0.6
C 0.27039 -0.25676 3.18584 0.0 0.0 0.8
O 0.26060 0.67890 2.31344 0.6 -0.6 0.3
C 0.26766 0.18808 4.64076 -0.1 0.0 0.3
C 0.13622 1.54691 5.01614 0.1 -0.5 0.2
C 0.10424 1.93536 6.35091 0.0 -0.3 -0.1
C 0.20940 0.96118 7.37492 -0.1 0.4 1.4
C 0.34686 -0.40378 7.01970 0.0 0.3 -0.2
C 0.37278 -0.76839 5.68054 -0.1 0.5 0.0
N 0.16655 1.35198 8.77560 0.1 -1.0 -3.8
O 0.03128 2.56997 9.03323 -0.1 1.4 0.7
O 0.26594 0.44535 9.63389 0.1 -0.8 1.3
H 0.04987 2.30998 4.24715 0.0 -0.2 0.0
H -0.00545 2.98102 6.61403 0.0 -0.2 0.1
H 0.42752 -1.15818 7.79449 0.0 0.2 0.0
H 0.47273 -1.82356 5.43929 0.0 0.2 -0.2

In order of appearance, DFT total energy = -97898.62923 -10116.62956 -46731.18095 -44349.96947 eV.
In order of appearance, largest force on an atom = 7.714 10.291 1.381 3.969 eV/Å.